C4H7O2P | ωB97M-V/def2-TZVPD

CARTESIAN COORDINATES (ANGSTROEM)
C 2.3468 -0.5189 0.5982
C 1.2478 -1.3852 0.0609
O 0.6522 -2.1507 0.7383
O 0.8881 -1.1497 -1.2022
H 2.1264 0.4462 0.4231
H 3.1997 -0.5570 -0.0922
H 2.6935 -0.7798 1.6559
H -0.1010 -1.3805 -1.4630
C -2.2328 1.8005 -0.1013
C -2.0421 0.4017 -0.2362
P -1.8962 -1.1716 -0.0502
H -3.2782 2.0097 0.0368
H -1.9995 2.3221 -1.0295
H -1.6046 2.1131 0.6613

Cartesian forces, eV/Å:
2.2 -3.3 0.3
-0.2 0.8 0.0
-0.8 -1.7 1.4
-1.2 0.5 -1.9
-1.4 3.6 0.2
0.2 -0.6 0.2
-0.9 0.4 -1.7
2.8 0.3 1.3
-0.8 0.3 -2.1
0.1 -4.7 0.5
-0.9 3.0 -0.4
-0.5 0.2 0.6
0.4 0.1 -0.1
0.9 1.2 1.6

Values from the calculation:
Orbital gap in eV: 9.740
LUMO energy in eV: 0.45
E_HOMO in eV: -9.29

C46H55ClMgN12O2P2 | ωB97M-V/def2-TZVPD

CARTESIAN COORDINATES (ANGSTROEM)
Mg 11.1972 13.9113 11.3687
O 14.6196 16.0797 10.2714
C 13.6153 15.6568 10.8655
N 12.4910 15.1172 10.2680
C 11.9633 15.7037 9.1247
O 12.5717 16.3336 8.3056
C 10.5012 15.5979 9.0475
C 9.6826 16.0580 7.9650
C 8.3401 15.8007 7.9756
C 7.7669 15.0151 8.9982
C 8.5685 14.5628 10.0016
N 9.8740 14.8531 10.0037
C 13.4274 15.6337 12.3721
C 14.2649 16.2772 13.3080
C 14.0793 16.0563 14.6603
C 13.1786 15.0788 15.1049
C 12.4000 14.4617 14.1464
N 12.4173 14.8252 12.8580
H 10.1229 16.7147 7.2133
H 7.6705 16.3061 7.2752
H 6.7033 14.7845 9.0442
H 8.1163 13.8947 10.7570
H 14.9230 17.1525 13.0834
H 14.6340 16.6390 15.4566
H 13.1631 14.7658 16.1247
H 11.6442 13.7281 14.4618
Cl 7.1986 17.8764 11.9493
C 7.0231 18.0734 13.6975
C 6.2101 17.2855 14.4984
C 6.1885 17.5270 15.9054
C 6.8656 18.6414 16.4702
C 7.7379 19.3765 15.6264
C 7.8286 19.0820 14.2787
P 9.1511 19.6673 13.1122
C 9.9781 20.7162 14.3072
C 10.6172 20.1596 15.4283
C 11.6270 20.8707 16.0770
C 11.7782 22.2233 15.8026
C 10.9513 22.8471 14.8877
C 10.1216 22.1233 14.0930
C 8.3137 20.7209 11.9898
C 8.8946 20.9585 10.7762
C 8.4146 21.8411 9.8150
C 7.2665 22.5834 10.0948
C 6.6312 22.3308 11.3021
C 7.1235 21.3704 12.2167
H 5.6448 16.4631 14.0942
H 5.5867 16.8406 16.5587
H 6.6367 18.9721 17.5048
H 8.3710 20.1971 16.0139
H 10.4609 19.0757 15.5984
H 12.2209 20.4269 16.9094
H 12.6504 22.7670 16.2268
H 11.0731 23.8830 14.6630
H 9.4300 22.5565 13.3382
H 9.8937 20.5460 10.5547
H 8.9913 21.9693 8.8606
H 7.0189 23.4272 9.4341
H 5.5976 22.5472 11.3574
H 6.6560 21.3370 13.1736
N 10.9252 11.9897 11.0176
P 11.1367 10.5135 10.7238
N 9.8794 9.4355 11.0206
C 9.3632 8.3460 10.2258
C 8.8253 7.2529 11.1717
C 7.5083 7.5832 11.9516
C 7.6909 9.0943 12.3224
C 9.2334 9.4765 12.3550
N 12.4038 9.7986 11.6051
C 13.3034 10.6062 12.4791
C 13.5370 9.9369 13.7768
C 14.0380 8.4601 13.6920
C 13.1607 7.6769 12.6926
C 12.9722 8.4451 11.4056
N 11.5073 10.1746 9.0799
C 10.5019 10.2360 8.0599
C 10.9114 9.7044 6.6508
C 12.2777 10.2859 6.1856
C 13.2151 10.1186 7.3737
C 12.7999 10.7918 8.6848
H 10.1380 7.9078 9.5969
H 8.5454 8.7021 9.5525
H 9.5894 7.1343 11.9677
H 8.7702 6.2907 10.6273
H 7.4669 7.0021 12.8830
H 6.6693 7.4344 11.2448
H 7.2841 9.4052 13.3112
H 7.1738 9.7868 11.6134
H 9.7374 8.7670 13.0580
H 9.3120 10.4590 12.8366
H 12.7544 11.5492 12.6146
H 14.2017 10.8737 11.9028
H 12.5638 9.9631 14.3369
H 14.3040 10.5350 14.3252
H 14.0338 8.0451 14.6559
H 15.0972 8.3718 13.3779
H 12.1719 7.4954 13.1447
H 13.5463 6.6868 12.4693
H 12.3826 7.7796 10.8220
H 13.9099 8.5640 10.8389
H 10.1810 11.2587 7.9403
H 9.6522 9.6001 8.4306
H 10.1110 9.9254 5.8914
H 10.9522 8.5986 6.6790
H 12.1645 11.3606 5.8786
H 12.7583 9.7157 5.3714
H 14.2002 10.3566 7.0719
H 13.3148 9.0333 7.6115
H 12.7274 11.8577 8.7076
H 13.6066 10.5537 9.4502
N 4.5539 9.9861 6.4389
N 4.6817 10.8919 7.3747
N 4.2202 10.7380 8.6657
C 4.5531 11.9080 9.2691
N 5.1533 12.7273 8.3862
N 5.1567 12.1371 7.1989
H 4.1922 9.0866 6.7547
H 4.7382 10.3578 5.5100
H 4.3198 12.0589 10.3096

Cartesian forces, eV/Å:
0.4 -0.9 -1.1
-1.5 -0.4 2.1
0.3 0.2 -2.7
-0.5 0.6 0.3
1.9 -0.2 1.6
0.2 0.8 -1.2
-4.1 -1.7 -0.5
1.8 0.6 0.9
-1.3 0.0 0.7
-0.6 0.7 -0.8
0.2 -0.2 -0.4
0.8 0.2 0.5
0.0 -0.7 1.9
-0.1 1.5 -0.3
0.0 0.0 1.6
0.9 0.2 -1.0
-0.7 0.6 0.3
1.4 -0.2 -0.4
0.0 -0.4 0.2
0.3 -0.4 -0.1
0.2 0.1 -0.3
0.8 0.5 -0.1
-0.4 -1.3 -0.6
-0.5 -0.7 -1.3
-0.2 0.0 0.5
0.3 0.3 -0.4
-0.7 -0.7 0.7
0.2 0.4 0.7
0.5 0.2 1.0
-0.2 0.4 0.0
-0.4 -0.4 -0.9
-0.6 0.1 0.9
0.0 -0.8 -1.4
0.5 -1.6 1.8
0.7 2.2 0.5
0.8 -1.0 -1.3
-0.4 0.0 1.2
1.3 0.1 0.4
0.8 0.5 -0.2
-2.0 -2.0 -0.6
-0.8 1.3 -0.2
2.1 0.0 -1.7
0.3 0.5 -0.5
1.1 0.2 -0.3
0.0 -1.9 -0.3
-0.3 1.8 -0.5
-0.1 -0.1 -0.1
0.5 0.9 -0.8
0.6 -0.5 -0.7
-0.7 -0.6 -0.1
0.3 0.8 0.2
-0.5 0.2 -0.9
-1.0 -0.3 -0.1
0.1 0.7 0.1
1.0 0.0 0.5
-0.6 -0.3 0.2
-0.7 0.0 1.1
-0.5 -0.7 0.2
-0.8 1.2 0.7
-0.6 -0.5 0.5
-0.1 0.7 0.9
0.3 -0.3 -0.5
-0.9 0.4 1.0
-0.9 -0.4 0.1
0.3 -1.0 0.5
1.2 1.4 -1.0
0.5 0.9 0.0
-0.6 -0.1 0.4
0.7 -0.3 0.6
-1.5 0.6 -2.2
0.7 -0.6 1.5
0.0 0.8 -1.7
0.0 0.5 1.1
0.0 0.9 -0.2
1.5 -0.7 1.1
-1.1 -0.8 -0.5
-0.1 -0.1 -0.6
-0.5 -0.1 0.6
-0.1 -0.5 0.5
0.5 -1.8 0.6
0.1 0.1 0.0
0.2 -0.4 0.3
-0.2 -0.3 -0.7
-0.1 0.4 0.3
-0.3 -0.1 -0.6
0.1 0.0 0.8
0.2 -0.6 -0.5
0.5 -0.6 0.2
-0.2 0.5 -0.4
0.2 0.0 -0.5
0.3 -0.2 0.1
0.3 -0.3 0.3
0.9 -0.1 -0.3
-0.6 -0.4 -0.1
-0.3 -0.7 1.4
-0.4 0.5 -0.1
0.1 0.2 -0.1
0.3 -0.1 0.0
-1.0 0.1 -1.0
0.2 -0.2 0.3
-0.5 0.7 -0.1
0.7 1.1 -0.8
0.5 0.0 0.9
0.3 0.4 0.1
0.2 -0.9 0.3
-0.7 0.3 0.0
1.2 0.8 -0.1
-0.4 0.5 -0.1
-0.1 1.0 -0.6
-1.1 0.1 -0.7
0.0 -1.1 -1.4
-0.7 4.2 5.5
0.7 -0.2 -1.4
0.2 -1.7 -2.7
-0.8 0.1 0.0
0.4 -1.5 0.3
0.2 0.7 -0.6
-0.3 -0.8 0.4
0.2 0.3 -0.1

Values from the calculation:
Orbital gap in eV: 6.906
LUMO energy in eV: -0.21
E_HOMO in eV: -7.12

C18H12BrF6N2O2PdS | ωB97M-V/def2-TZVPD

CARTESIAN COORDINATES (ANGSTROEM)
Pd 0.8933 0.6859 -0.3069
C 3.0300 -1.1178 1.8097
C 2.2091 -1.9114 0.8895
C 2.0955 -3.2956 1.1519
C 1.4287 -4.1107 0.2433
C 0.9897 -3.5566 -0.9487
C 0.4337 -4.3450 -2.0058
C -0.1087 -3.6745 -3.0757
C 0.0701 -2.3059 -3.3091
C 0.6418 -1.5129 -2.3041
S 0.8628 0.1290 -2.5654
C 1.1124 -2.1079 -1.1143
N 1.5860 -1.3140 -0.1121
H 3.9447 -1.6406 2.1413
H 2.5267 -0.8300 2.7611
H 3.3359 -0.2228 1.2194
H 2.6837 -3.6953 2.0209
H 1.3364 -5.1894 0.4600
H 0.4494 -5.4054 -1.9922
H -0.6975 -4.2853 -3.7079
H -0.1005 -1.8740 -4.2927
F 1.9612 1.7576 2.3396
C 1.4471 2.1975 1.1271
F 2.5665 2.7413 0.4646
F 0.6486 3.2576 1.4246
Br -3.0510 -0.0949 -1.1370
C -2.7172 0.6233 0.5791
C -3.1127 1.9790 0.7307
C -2.9969 2.5665 2.0288
C -2.5838 1.7078 3.0319
C -2.2626 0.3642 2.7949
N -2.1909 -0.1284 1.5813
H -3.3883 2.5917 -0.0764
H -3.2046 3.6454 2.0898
H -2.4479 2.0623 4.0883
H -1.9585 -0.3086 3.5976
F -1.0011 5.2192 -2.5580
C -1.2169 4.2491 -1.6822
F -1.3906 4.7704 -0.4603
F -2.3698 3.5942 -2.1118
C -0.0460 3.1993 -1.6474
O 0.8702 3.2001 -2.4603
O -0.2779 2.3856 -0.7073

Cartesian forces, eV/Å:
-0.6 0.4 1.4
0.9 1.6 0.6
-0.6 -1.0 0.5
0.5 -0.7 -0.4
1.2 -0.2 1.6
-0.1 0.9 -1.3
-0.1 2.0 0.5
0.5 -0.3 0.4
0.5 -0.1 0.9
0.0 -0.9 -1.2
0.4 1.7 -1.3
-1.1 -2.3 0.9
0.8 -1.5 -0.3
-0.4 0.0 -0.4
0.1 0.1 -0.8
-0.1 -0.3 1.0
-1.0 0.3 -0.9
0.0 0.6 -0.3
-0.3 -0.8 0.4
-0.2 -0.3 -1.2
-0.4 0.0 0.4
-0.3 0.3 -0.2
1.7 0.2 -0.5
-0.7 0.1 0.8
0.6 -0.6 0.3
0.5 -0.4 0.1
0.1 1.4 1.4
1.1 -1.1 2.4
0.1 -1.1 -2.0
0.1 0.5 2.2
0.5 1.2 0.0
-1.6 -0.2 -2.3
-0.4 0.3 -1.1
0.2 -0.7 0.5
-0.3 -0.2 -1.1
0.0 0.3 -0.1
-0.2 0.6 0.0
0.7 -1.6 -0.8
-0.7 0.2 -0.4
0.6 0.9 0.8
0.1 -0.6 -0.1
-0.7 0.7 0.2
-1.2 0.6 -0.5

Values from the calculation:
Orbital gap (spin up / spin down) in eV: 5.891 / 5.848
Multiplicity: 3
LUMO energy (spin up / spin down) in eV: 2.37 / 1.60
Net charge: -1
E_HOMO (spin up / spin down) in eV: -3.52 / -4.25

C12H14Br27F5O2S2Si | ωB97M-V/def2-TZVPD

CARTESIAN COORDINATES (ANGSTROEM)
C 4.3716 1.9798 2.3708
S 3.8095 3.7595 2.2125
O 3.3578 4.2211 3.6466
O 4.9839 4.7345 1.8102
Si 2.1324 4.0797 0.8921
S 1.4249 6.0942 1.2155
C 0.7014 2.8018 1.0582
F 1.3027 1.4469 1.0186
F -0.1993 2.9154 -0.1499
C -0.2613 3.0039 2.3735
F -1.3874 3.9391 2.0471
F -0.9088 1.6721 2.6594
F 0.4519 3.4091 3.6069
H 3.8430 1.2241 1.6400
H 5.5459 1.9183 2.1976
H 4.1306 1.6243 3.4803
H 2.6331 3.9989 -0.4739
H 1.9162 6.4264 2.5177
C -3.1685 4.0120 -2.6792
Br -1.7570 3.3128 -3.8206
Br -2.5044 4.4818 -0.9122
Br -4.1090 5.4945 -3.5167
H -3.8979 3.2067 -2.5429
C 0.7993 -2.1845 1.4146
Br 0.0000 -0.4938 1.9502
Br -0.3258 -3.1504 0.1556
Br 2.6070 -1.9479 0.7361
H 0.8743 -2.8023 2.3156
C -1.3007 -2.5488 -3.5782
Br -2.1000 -0.8580 -3.0427
Br -2.4258 -3.5147 -4.8373
Br 0.5070 -2.3122 -4.2567
H -1.2257 -3.1666 -2.6773
C 0.5901 -7.1576 -0.4600
Br -0.9463 -8.3467 -0.5580
Br 0.5606 -5.8191 -1.8713
Br 0.7690 -6.3495 1.3004
H 1.4814 -7.7728 -0.6215
C -2.5047 -7.4439 -6.2731
Br -4.1600 -6.6043 -6.8557
Br -0.9407 -6.4625 -6.8856
Br -2.4743 -7.7261 -4.3487
H -2.4655 -8.4327 -6.7420
C 5.2444 6.3471 5.8922
Br 3.5891 7.1867 5.3097
Br 6.8084 7.3284 5.2798
Br 5.2747 6.0648 7.8166
H 5.2836 5.3583 5.4234
C -8.0654 -4.9997 -6.7746
Br -8.1487 -6.7623 -5.9558
Br -6.6510 -3.9094 -6.0033
Br -7.9216 -5.1073 -8.7116
H -9.0131 -4.4985 -6.5517
C -4.3241 -9.6314 1.0415
Br -4.3112 -10.8808 2.5325
Br -5.9888 -9.7181 0.0388
Br -3.9174 -7.8173 1.6137
H -3.5240 -9.9387 0.3600
C 5.2323 11.1501 4.6387
Br 3.3090 10.9995 4.8888
Br 5.6801 11.8789 2.8915
Br 6.0732 12.1524 6.0782
H 5.6400 10.1345 4.6755

Cartesian forces, eV/Å:
0.8 -1.8 0.4
4.4 4.1 5.5
0.4 -2.1 -4.3
-3.8 -3.9 0.0
-0.9 1.6 -0.7
0.7 -0.2 1.3
-1.4 -1.6 -1.2
-1.1 4.6 -0.1
2.8 -0.6 3.7
-2.5 -1.0 1.4
4.2 -3.1 1.5
1.6 5.1 -0.4
-2.6 -1.3 -4.7
0.9 1.8 1.3
-2.6 0.5 0.3
0.4 1.1 -2.4
0.0 -0.3 -0.2
-0.4 -0.9 -1.6
-0.2 -0.1 0.1
-0.3 0.2 0.3
-0.4 0.0 -0.6
0.3 -0.3 0.2
0.3 0.4 -0.1
-0.3 0.0 0.4
-0.1 -2.7 0.0
0.2 0.6 0.3
-0.4 0.0 0.1
0.0 0.2 -0.5
-0.1 -0.1 0.2
0.3 -0.4 -0.2
0.3 0.3 0.3
-0.5 -0.1 0.2
0.0 0.3 -0.4
0.2 0.0 0.0
0.4 0.3 -0.1
0.0 -0.5 0.1
0.0 -0.4 -0.3
-0.4 0.3 0.1
0.0 -0.2 -0.1
0.5 -0.1 0.2
-0.4 -0.2 0.2
0.0 0.1 -0.4
0.0 0.5 0.2
-0.1 -0.3 -0.2
0.5 -0.1 0.2
-0.4 -0.1 0.2
0.0 0.1 -0.5
-0.1 0.4 0.1
-0.2 0.1 0.1
0.1 0.4 -0.2
-0.3 -0.3 -0.2
0.0 0.0 0.5
0.4 -0.2 -0.1
0.2 0.0 -0.1
0.0 0.3 -0.4
0.4 0.0 0.3
-0.2 -0.5 -0.1
-0.4 0.1 0.3
0.1 -0.2 0.0
0.5 0.2 -0.1
-0.1 -0.1 0.5
-0.2 -0.2 -0.4
-0.2 0.4 0.0

Values from the calculation:
Orbital gap in eV: 9.471
LUMO energy in eV: -0.70
E_HOMO in eV: -10.17

M, record by record: 118.07 929.73 620.68 2534.86 g mol⁻¹
Max |F|, record by record: 4.775 6.986 2.863 8.140 eV/A